1.
{"formula": "C21H25N3O3", "method": "ωB97M-V/def2-TZVPD", "e_above_lowest_kcal_mol": 6.53, "energy_ha": -1205.2698, "homo_ev": -8.289, "smiles": "COc1ccccc1C(=O)NC1CCN(C(=O)Nc2ccc(C)cc2)CC1", "gap_ev": 8.86, "elements": ["C", "O", "C", "C", "C", "C", "C", "C", "C", "O", "N", "C", "C", "C", "N", "C", "O", "N", "C", "C", "C", "C", "C", "C", "C", "C", "C", "H", "H", "H", "H", "H", "H", "H", "H", "H", "H", "H", "H", "H", "H", "H", "H", "H", "H", "H", "H", "H", "H", "H", "H", "H"], "coordinates": [[-1.3619, -0.7345, 2.2809], [-0.2274, -0.9622, 1.4783], [-0.2926, -1.9564, 0.5419], [-1.4665, -2.5606, 0.1123], [-1.4182, -3.5521, -0.8541], [-0.2114, -3.9606, -1.3897], [0.9643, -3.3705, -0.9542], [0.9319, -2.3722, 0.0014], [2.1795, -1.7209, 0.5258], [2.8900, -2.2107, 1.3783], [2.4106, -0.5235, -0.0550], [3.3809, 0.4111, 0.4729], [4.0581, 1.1864, -0.6571], [3.0341, 2.0415, -1.4244], [1.8927, 2.4030, -0.5955], [0.6819, 1.8303, -0.9224], [0.5650, 1.0939, -1.8887], [-0.3642, 2.1967, -0.1228], [-1.6787, 1.7269, -0.1604], [-2.1024, 0.6934, -0.9893], [-3.4142, 0.2595, -0.9345], [-4.3351, 0.8318, -0.0671], [-5.7584, 0.3640, -0.0225], [-3.9047, 1.8688, 0.7530], [-2.5978, 2.3112, 0.7107], [2.3032, 2.6900, 0.7632], [2.7204, 1.3912, 1.4701], [-1.6869, -1.6553, 2.7748], [-2.1914, -0.3147, 1.7050], [-1.0497, -0.0140, 3.0359], [-2.4200, -2.2584, 0.5157], [-2.3392, -4.0094, -1.1848], [-0.1825, -4.7368, -2.1389], [1.9171, -3.6861, -1.3519], [1.7605, -0.2037, -0.7584], [4.1139, -0.2026, 1.0073], [4.5419, 0.4925, -1.3436], [4.8316, 1.8192, -0.2188], [3.5052, 2.9654, -1.7779], [2.6465, 1.5016, -2.2892], [-0.2009, 2.9151, 0.5655], [-1.4077, 0.2318, -1.6694], [-3.7226, -0.5479, -1.5829], [-6.3942, 1.0452, -0.5890], [-6.1262, 0.3393, 1.0016], [-5.8548, -0.6282, -0.4566], [-4.6013, 2.3333, 1.4364], [-2.2821, 3.1149, 1.3625], [3.1515, 3.3771, 0.6950], [1.5217, 3.2003, 1.3284], [1.8469, 0.8953, 1.8971], [3.4102, 1.6228, 2.2817]], "forces_ev_per_a": [[-0.275, 0.060, 0.142], [0.268, -0.235, -0.350], [0.147, -0.082, -0.062], [-0.065, 0.184, 0.210], [0.050, -0.067, -0.038], [-0.036, -0.085, -0.104], [-0.007, 0.118, 0.104], [-0.197, 0.000, 0.298], [-0.157, 0.060, -0.316], [0.117, -0.172, 0.280], [0.133, 0.232, -0.253], [0.301, -0.050, 0.216], [-0.152, -0.099, 0.139], [0.172, 0.018, -0.416], [-0.037, 0.001, -0.159], [0.103, 0.389, 0.003], [-0.212, -0.287, -0.152], [0.180, 0.317, 0.365], [-0.335, -0.238, -0.085], [0.181, -0.016, -0.117], [-0.105, 0.177, 0.207], [-0.016, -0.088, 0.010], [-0.019, 0.090, -0.042], [0.065, -0.070, -0.061], [0.093, 0.004, -0.078], [-0.038, -0.125, 0.412], [0.060, 0.053, -0.049], [0.020, 0.009, -0.018], [0.016, -0.018, 0.004], [-0.062, -0.026, -0.027], [-0.069, 0.058, 0.056], [-0.074, -0.039, -0.024], [0.001, -0.065, -0.064], [0.105, -0.036, -0.035], [-0.096, -0.104, -0.066], [-0.115, 0.165, -0.112], [0.068, 0.024, 0.007], [0.048, -0.001, 0.005], [-0.011, -0.097, -0.026], [0.118, 0.129, 0.120], [0.070, -0.113, -0.165], [0.031, -0.014, -0.007], [-0.032, -0.102, -0.064], [-0.116, -0.020, -0.019], [-0.078, -0.045, 0.037], [-0.065, -0.068, -0.004], [-0.062, 0.049, 0.081], [0.040, 0.087, 0.069], [-0.112, 0.033, 0.048], [0.116, 0.077, -0.031], [0.023, 0.015, 0.052], [0.018, 0.015, 0.077]], "lowdin_charge": [-0.07, -0.08, -0.22, -0.02, -0.08, -0.09, -0.02, -0.07, -0.45, 0.09, 0.13, -0.28, -0.11, -0.14, -0.05, -0.50, 0.05, 0.16, -0.23, -0.01, -0.05, -0.29, -0.05, -0.05, -0.03, -0.15, -0.09, 0.10, 0.07, 0.10, 0.10, 0.10, 0.10, 0.12, 0.12, 0.15, 0.12, 0.11, 0.12, 0.12, 0.13, 0.11, 0.12, 0.08, 0.08, 0.07, 0.11, 0.11, 0.13, 0.11, 0.11, 0.12]}



2.
{"formula": "C37H63BN3O2", "method": "ωB97M-V/def2-TZVPD", "energy_ha": -1787.0082, "homo_ev": -9.514, "charge": 1, "gap_ev": 6.19, "elements": ["C", "C", "C", "C", "C", "C", "C", "O", "C", "C", "N", "C", "C", "C", "C", "B", "C", "O", "C", "C", "C", "C", "C", "C", "C", "C", "C", "C", "C", "C", "C", "C", "C", "H", "H", "H", "H", "H", "H", "H", "H", "H", "H", "H", "H", "H", "H", "H", "H", "H", "H", "H", "H", "H", "H", "H", "H", "H", "H", "H", "H", "H", "H", "H", "H", "H", "H", "H", "H", "H", "H", "H", "H", "H", "H", "H", "H", "H", "H", "H", "H", "H", "H", "H", "H", "H", "N", "C", "C", "C", "C", "H", "H", "H", "H", "H", "N", "C", "C", "C", "C", "H", "H", "H", "H", "H"], "coordinates": [[1.1409, 0.2664, 1.7332], [-0.0474, 0.1023, 1.1496], [-0.9753, -1.0204, 1.4131], [-1.1911, -1.9834, 0.4386], [-2.0430, -3.0558, 0.6367], [-2.1937, -4.0493, -0.4843], [-0.9416, -4.9125, -0.6677], [-0.7757, -5.8555, 0.3598], [0.0980, -5.4402, 1.3993], [1.5680, -5.3310, 0.9701], [-2.6945, -3.1629, 1.8160], [-3.5806, -4.3063, 2.1012], [-5.0771, -3.9910, 1.9672], [-5.4355, -3.2619, 0.6757], [-2.5414, -2.2216, 2.7881], [-3.3222, -2.3000, 4.1869], [-2.7084, -2.9691, 5.4651], [-4.5339, -1.6848, 4.1916], [-1.6884, -1.1434, 2.6268], [-1.5544, -0.1185, 3.7203], [-2.4163, 1.1382, 3.4269], [-1.6752, 2.4761, 3.6024], [-1.5767, 3.3168, 2.3310], [-2.9129, 3.5072, 1.5821], [-2.8162, 3.1248, 0.1115], [-1.8279, 4.0023, -0.6761], [-1.0145, 3.2662, -1.7426], [0.3375, 3.9344, -2.0152], [1.2658, 3.0810, -2.8949], [2.7355, 3.2267, -2.4851], [3.0661, 2.3390, -1.2605], [3.7318, 1.0068, -1.6546], [2.8000, -0.2044, -1.5252], [1.7515, -0.5593, 2.0785], [1.5417, 1.2677, 1.8362], [-0.3702, 0.8368, 0.4153], [-0.6814, -1.9011, -0.5105], [-2.2930, -3.4507, -1.3926], [-3.0926, -4.6483, -0.4187], [-1.0482, -5.4427, -1.6140], [-0.0771, -4.2531, -0.7903], [0.0176, -6.2110, 2.1641], [-0.2330, -4.5123, 1.8784], [2.2294, -5.9108, 1.6044], [1.6853, -5.5985, -0.0776], [1.8913, -4.2896, 1.0370], [-3.3398, -4.7029, 3.0868], [-3.3575, -5.1120, 1.4121], [-5.5770, -4.9612, 1.9626], [-5.4399, -3.4642, 2.8438], [-5.1864, -3.8776, -0.1879], [-6.5021, -3.0622, 0.6382], [-4.8811, -2.3266, 0.5990], [-3.2495, -3.8659, 5.7739], [-1.6547, -3.2064, 5.3299], [-2.7863, -2.2700, 6.3011], [-5.0990, -1.9865, 4.9131], [-1.7324, -0.5314, 4.7134], [-0.5208, 0.2155, 3.7236], [-2.6928, 1.0549, 2.3731], [-3.3520, 1.1102, 3.9808], [-0.6648, 2.3304, 3.9903], [-2.1881, 3.0591, 4.3690], [-1.2183, 4.3019, 2.6347], [-0.8078, 2.9407, 1.6522], [-3.7118, 2.9521, 2.0724], [-3.1883, 4.5623, 1.6193], [-3.7930, 3.2490, -0.3595], [-2.5466, 2.0713, -0.0204], [-1.1520, 4.5454, -0.0134], [-2.4048, 4.7625, -1.2055], [-1.5459, 3.2596, -2.6965], [-0.8300, 2.2202, -1.4733], [0.1500, 4.8572, -2.5666], [0.8314, 4.1594, -1.0687], [1.1178, 3.2928, -3.9532], [0.9857, 2.0338, -2.7419], [2.9303, 4.2726, -2.2388], [3.4047, 2.9593, -3.3023], [2.1310, 2.1645, -0.7236], [3.7386, 2.8900, -0.6032], [4.5758, 0.8245, -0.9903], [4.0972, 1.0391, -2.6787], [3.0664, -1.0245, -2.1928], [2.8236, -0.6211, -0.5156], [1.7563, 0.0409, -1.7342], [5.9080, 6.8282, -2.6098], [6.3434, 7.7843, -1.7335], [6.5346, 7.1845, -0.5182], [6.2045, 5.8098, -0.6684], [5.8230, 5.6221, -1.9700], [5.6851, 6.9880, -3.5743], [6.4796, 8.8045, -2.0481], [6.8750, 7.6745, 0.3782], [6.2447, 5.0478, 0.0921], [5.5012, 4.7379, -2.4933], [2.6454, -2.5893, -6.7394], [1.7518, -1.9946, -5.8942], [1.6882, -2.7524, -4.7550], [2.5835, -3.8456, -4.9212], [3.1586, -3.7139, -6.1563], [2.8880, -2.2518, -7.6525], [1.2401, -1.0897, -6.1731], [1.0693, -2.5454, -3.8972], [2.7837, -4.6368, -4.2184], [3.8852, -4.3219, -6.6667]], "forces_ev_per_a": [[-0.228, 0.095, -0.282], [0.218, 0.075, 0.263], [0.210, -0.623, -0.538], [-0.156, 0.153, 0.243], [-0.159, -0.071, -0.182], [0.164, 0.358, -0.053], [-0.240, 0.023, -0.308], [-0.049, 0.229, 0.045], [0.453, -0.547, 0.416], [-0.262, 0.908, -0.103], [0.257, 0.198, 0.025], [-0.568, -0.434, -0.176], [0.042, -0.226, -0.097], [0.255, -0.154, 0.228], [0.064, 0.290, 0.242], [-0.145, -0.144, 0.054], [0.043, 0.150, -0.179], [-0.072, -0.487, -0.267], [0.215, -0.198, -0.103], [0.203, 0.505, -0.156], [0.388, -0.283, -0.545], [-0.167, 0.060, 0.276], [-0.225, 0.466, 0.178], [0.365, 0.103, -0.134], [-0.137, 0.180, -0.393], [-0.192, -0.050, -0.386], [0.475, 0.264, -0.137], [-0.153, -0.304, -0.548], [0.067, -0.302, 0.332], [-0.180, -0.012, 0.280], [0.364, 0.361, -0.634], [-0.549, -0.423, 0.416], [-0.158, -0.347, 0.085], [-0.417, 0.008, 0.885], [0.535, -0.110, -0.800], [-0.494, 0.416, 0.581], [0.037, -0.037, -0.060], [-0.052, -0.004, -0.053], [0.043, -0.146, 0.041], [-0.020, -0.172, 0.047], [0.134, -0.062, 0.167], [-0.165, -0.077, -0.045], [-0.118, 0.114, -0.179], [0.006, -0.208, -0.092], [0.073, -0.359, 0.044], [0.131, -0.016, 0.028], [0.073, 0.218, 0.128], [0.332, 0.053, -0.014], [-0.011, -0.046, 0.122], [-0.030, 0.194, -0.060], [-0.026, 0.016, -0.086], [-0.030, 0.139, -0.007], [-0.164, 0.152, -0.080], [0.033, -0.108, -0.048], [0.015, -0.185, 0.088], [-0.015, 0.010, 0.053], [0.075, 0.450, 0.264], [-0.165, -0.104, -0.018], [0.115, -0.124, 0.126], [-0.186, 0.076, -0.006], [-0.013, -0.047, 0.092], [0.004, -0.172, 0.049], [-0.033, 0.093, -0.020], [0.159, -0.005, -0.013], [-0.049, -0.276, -0.006], [-0.083, -0.013, -0.006], [-0.141, 0.009, 0.107], [-0.124, -0.208, 0.076], [0.040, -0.070, 0.206], [0.052, -0.125, 0.131], [0.029, 0.235, 0.195], [-0.227, -0.274, 0.056], [-0.082, -0.027, 0.151], [0.106, 0.322, 0.384], [0.030, 0.121, 0.034], [-0.042, 0.100, -0.032], [0.025, -0.105, -0.217], [0.028, 0.063, -0.081], [0.009, 0.038, -0.098], [0.063, -0.090, 0.248], [-0.054, 0.014, 0.124], [0.219, 0.034, -0.194], [0.159, 0.200, -0.011], [0.137, 0.053, -0.086], [-0.035, 0.110, 0.071], [0.002, 0.125, -0.092], [0.018, -0.002, 0.040], [-0.029, 0.006, -0.028], [-0.002, -0.006, 0.010], [-0.017, 0.001, 0.011], [-0.044, -0.023, -0.043], [0.017, 0.000, -0.012], [0.004, 0.007, 0.014], [0.008, 0.001, 0.001], [0.016, -0.005, 0.000], [0.010, -0.011, 0.006], [0.016, 0.009, 0.023], [-0.013, 0.010, -0.026], [0.013, -0.024, 0.042], [-0.021, 0.016, 0.022], [-0.004, 0.007, -0.031], [0.007, 0.004, -0.006], [-0.012, -0.001, 0.007], [0.004, 0.015, 0.002], [0.002, -0.003, 0.006], [-0.001, -0.014, 0.008]], "lowdin_charge": [0.05, -0.11, -0.10, 0.07, -0.16, -0.08, -0.20, -0.13, -0.25, -0.05, 0.05, -0.10, -0.19, -0.07, 0.01, -0.49, 0.01, 0.17, -0.09, -0.11, -0.15, -0.19, -0.20, -0.20, -0.21, -0.20, -0.21, -0.21, -0.21, -0.21, -0.20, -0.23, -0.11, 0.08, 0.08, 0.10, 0.14, 0.14, 0.10, 0.14, 0.12, 0.12, 0.10, 0.08, 0.08, 0.07, 0.14, 0.12, 0.12, 0.09, 0.07, 0.08, 0.08, 0.08, 0.08, 0.08, 0.13, 0.12, 0.10, 0.10, 0.12, 0.11, 0.11, 0.11, 0.09, 0.10, 0.12, 0.11, 0.09, 0.10, 0.12, 0.12, 0.09, 0.12, 0.11, 0.11, 0.09, 0.10, 0.10, 0.09, 0.10, 0.10, 0.10, 0.06, 0.05, 0.05, 0.00, -0.14, -0.11, -0.11, -0.15, 0.14, 0.11, 0.09, 0.09, 0.10, 0.01, -0.14, -0.13, -0.12, -0.14, 0.15, 0.11, 0.08, 0.09, 0.11]}



3.
{"formula": "C4H8N2O3", "method": "ωB97M-V/def2-TZVPD", "e_above_lowest_kcal_mol": 66.03, "energy_ha": -492.3977, "homo_ev": -10.040, "smiles": "NC(=O)C[C@H](N)C(=O)O", "gap_ev": 10.33, "elements": ["N", "C", "O", "C", "C", "N", "C", "O", "O", "H", "H", "H", "H", "H", "H", "H", "H"], "coordinates": [[-1.4566, 0.3904, 1.4535], [-1.1125, -0.9307, 1.4253], [-1.8737, -1.8268, 1.9480], [-0.0511, -1.1961, 0.2844], [0.1649, -0.1530, -0.8118], [0.8817, -0.6358, -2.0253], [0.9250, 1.1433, -0.5892], [1.0230, 1.6761, 0.5302], [1.4007, 1.6369, -1.7367], [-0.8404, 1.0761, 1.1954], [-2.3475, 0.4670, 1.9752], [-0.5120, -2.1933, -0.1626], [1.0352, -1.4058, 0.7828], [-0.7064, 0.2458, -1.1847], [0.4108, -1.6664, -2.0736], [2.0665, -0.8278, -2.0163], [0.9608, 0.9514, -2.2976]], "forces_ev_per_a": [[-2.957, -3.724, 2.031], [-2.709, -1.295, -0.946], [3.445, 2.986, -1.708], [1.475, -2.383, 1.801], [3.125, -0.164, 0.258], [1.082, -5.916, -0.435], [0.462, 1.707, 3.974], [-0.001, -0.924, -2.686], [-0.839, 0.274, 1.354], [1.631, 2.245, -0.398], [1.133, 0.885, -0.406], [1.380, 1.948, 0.661], [-2.631, 0.129, -1.163], [-2.735, 0.294, -0.868], [1.858, 2.940, -0.793], [-4.558, 0.685, 0.829], [0.838, 0.313, -1.505]], "lowdin_charge": [0.18, -0.45, -0.03, -0.06, -0.35, -0.04, -0.47, 0.07, 0.10, 0.03, 0.14, 0.15, 0.18, 0.13, 0.15, 0.21, 0.06]}